# C27H33F7N2O22

A 8-piece molecular cluster, C27H33F7N2O22 overall (ωB97M-V with the def2-TZVPD basis set, OMol25).

SMILES string: CNC[C@H]1CCC(=O)N1.O=C1OC[C@@H](F)O1.O=C1OC[C@@H](F)O1.O=C1OC[C@@H](F)O1.O=C1OC[C@@H](F)O1.O=C1OC[C@@H](F)O1.O=C1OC[C@@H](F)O1.O=C1OC[C@@H](F)O1
spin multiplicity: 1
HOMO level: -8.28 eV
frontier orbital gap: 8.19 eV
calculated total energy: -95582.1168 eV

Element x y z (Å)
O1 -6.689 -1.882 0.002
O2 1.683 -1.896 -9.568
O3 2.687 4.407 -0.464
C1 4.235 -2.213 0.910
H1 -1.906 -2.082 6.903
O4 3.476 -2.508 1.768
H2 1.423 4.005 3.544
H3 2.409 -0.844 -7.971
O5 -0.734 -3.562 7.755
C2 -2.589 -2.433 1.970
H4 1.621 2.346 4.087
H5 -6.584 -3.078 -1.657
H6 2.483 2.961 1.431
C3 1.419 4.118 -1.014
H7 -2.119 -3.415 2.049
H8 -4.530 -3.236 2.642
O6 -1.774 3.328 -0.057
O7 3.229 -3.373 -8.957
C4 1.448 4.894 -2.315
N1 -0.337 3.790 1.728
H9 4.417 -2.012 -9.965
C5 -0.013 1.675 -5.296
H10 4.579 -2.009 -8.185
C6 0.301 2.608 2.392
H11 6.939 -1.765 0.290
C7 5.261 -2.124 -1.104
H12 -1.980 1.055 1.351
O8 -1.820 -1.502 2.708
H13 -0.060 2.062 -6.315
C8 0.673 0.321 -5.281
O9 -1.436 -5.265 9.053
H14 -0.805 4.300 2.484
F1 -2.598 -2.066 0.665
H15 0.609 1.964 1.558
C9 3.103 5.613 -0.943
N2 2.755 2.890 2.399
O10 0.889 2.468 -4.523
H16 -9.321 -1.961 -0.855
H17 5.875 -2.798 -1.693
H18 -4.539 -1.527 2.141
F2 0.506 -0.361 -6.441
H19 0.388 -0.330 -4.453
H20 -0.254 -1.587 7.338
O11 2.327 5.978 -1.992
O12 -2.099 -3.146 9.460
H21 -0.998 1.681 -4.841
C10 -3.956 -2.317 2.617
O13 4.377 -2.870 -0.267
C11 3.888 -2.108 -9.016
F3 1.320 2.773 -1.209
H22 4.574 2.089 3.123
H23 0.481 5.279 -2.623
O14 5.100 -1.163 0.959
H24 -0.873 -1.533 9.737
C12 1.546 2.973 3.196
C13 -7.233 -2.309 -1.233
C14 -8.614 -2.792 -0.827
H25 -1.202 2.362 3.967
H26 -8.987 -3.629 -1.408
O15 2.035 0.670 -5.150
C15 6.032 -1.293 -0.094
C16 2.718 -1.141 -8.974
H27 3.941 1.309 1.681
C17 -7.318 -2.552 1.007
H28 3.197 0.990 3.240
C18 3.657 1.771 2.625
O16 3.998 6.247 -0.502
F4 2.938 -0.025 -9.708
H29 4.683 -1.466 -1.756
O17 -3.613 -1.916 3.951
C19 -1.109 -2.184 7.638
O18 -6.947 -2.570 2.132
C20 -2.393 -1.354 3.933
C21 -1.933 1.961 1.954
F5 -2.654 -1.002 9.030
H30 0.645 4.416 -0.303
O19 -8.403 -3.193 0.530
O20 1.183 -4.098 -9.569
H31 -0.624 0.838 3.300
C22 -1.423 -4.114 8.777
O21 3.101 2.367 -4.107
F6 6.350 -0.068 -0.566
C23 -1.424 3.091 1.061
C24 2.113 1.892 -4.548
C25 -0.855 1.870 3.056
C26 -1.628 -1.885 9.031
H32 -2.936 2.200 2.306
F7 -7.277 -1.263 -2.088
H33 1.892 4.288 -3.103
O22 -1.871 -0.810 4.851
C27 1.953 -3.220 -9.387



# C2HClN2S

A 2-piece molecular cluster, C2HClN2S overall (ωB97M-V with the def2-TZVPD basis set, OMol25).

spin multiplicity: 3
HOMO level (alpha / beta): -6.52 / -9.86 eV
expectation value of S²: 2.03
energy relative to the best compared isomer or geometry (same formula, charge and spin): 150.9 kJ/mol
frontier orbital gap (alpha / beta): 7.14 / 6.32 eV
calculated total energy: -28422.0167 eV

Element x y z (Å)
C1 -1.661 -0.169 0.583
N1 1.606 0.566 -0.078
Cl1 1.234 2.184 -0.386
C2 1.249 -0.504 -0.504
N2 -1.877 0.115 -0.503
S1 1.258 -2.005 -0.782
H1 -1.810 -0.187 1.670



# C36H35N5O2P2Se2Ti

C36H35N5O2P2Se2Ti as an isolated structure (ωB97M-V with the def2-TZVPD basis set, OMol25).

spin multiplicity: 1
HOMO level: -7.98 eV
energy relative to the best compared isomer or geometry (same formula, charge and spin): 52.0 kJ/mol
frontier orbital gap: 8.25 eV
calculated total energy: -221830.0735 eV

Element x y z (Å)
H1 -2.142 -0.755 -3.207
C1 -2.260 3.779 -0.469
C2 -3.155 -5.837 4.569
C3 -1.432 -2.158 -1.644
H2 -0.741 -1.109 4.197
C4 -0.127 -2.461 -1.200
H3 1.188 -8.371 2.238
H4 1.267 1.331 0.635
C5 -1.667 -6.268 6.406
H5 2.184 0.302 -0.457
C6 -0.500 -2.132 1.986
C7 -6.257 -1.356 4.773
H6 3.071 -3.001 4.692
H7 -5.758 -3.358 2.080
C8 -1.301 2.950 1.793
H8 1.850 -1.685 -1.805
C9 0.085 -5.204 1.800
C10 0.100 -1.386 4.822
C11 -5.557 -2.809 2.991
C12 -3.993 -2.153 4.708
H9 -1.791 4.744 -0.277
C13 -1.329 -1.150 -2.620
H10 -3.464 -7.380 6.017
H11 0.477 1.820 3.872
C14 -4.285 -2.853 3.540
C15 -0.853 -5.225 5.994
H12 -1.426 4.988 2.426
H13 3.100 -2.323 7.056
H14 -0.735 -4.679 1.329
P1 1.125 -2.696 2.554
H15 1.338 1.714 -1.099
H16 -2.152 3.526 -1.521
Se1 2.762 -1.889 1.533
N1 -0.441 2.173 2.315
H17 -2.998 4.221 2.151
C16 -2.341 -4.782 4.159
C17 -1.991 4.059 2.530
P2 -2.971 -3.828 2.742
C18 1.202 -1.326 6.957
O1 -0.224 2.439 3.647
H18 2.995 -4.694 3.447
C19 -2.821 -6.571 5.694
C20 1.091 -4.515 2.467
H19 -2.997 -2.202 5.135
C21 0.035 -0.802 -2.753
N2 -1.267 1.595 -0.134
H20 -0.659 -0.346 6.535
N3 -2.605 -1.644 1.482
C22 2.225 -2.476 5.110
H21 -2.336 -2.675 -1.357
C23 0.139 -0.964 6.144
H22 0.148 -3.261 -0.532
H23 -4.042 -6.077 3.995
C24 -1.599 2.722 0.359
H24 0.449 -0.138 -3.495
H25 0.049 -4.979 6.542
C25 1.280 0.900 -0.367
C26 -1.195 -4.479 4.877
H26 -0.674 -7.103 1.192
C27 2.251 -2.071 6.435
Se2 -3.603 -5.034 1.151
C28 1.129 -2.171 4.306
H27 -7.541 -2.026 3.193
N4 -1.816 -0.765 0.942
C29 0.778 -1.623 -1.869
H28 -0.572 -3.655 4.575
O2 -1.438 1.272 -1.415
N5 -0.547 -1.030 1.212
C30 1.164 -7.290 2.293
C31 -6.545 -2.060 3.614
H29 -7.026 -0.767 5.257
C32 -4.981 -1.403 5.321
C33 2.193 -6.606 2.927
H30 1.223 -1.017 7.994
H31 -4.759 -0.858 6.230
C34 0.120 -6.586 1.715
H32 -2.039 3.812 3.588
Ti1 -0.535 -0.136 -0.646
C35 2.167 -5.224 2.998
H33 -3.324 3.861 -0.243
C36 -1.843 -2.513 2.178
H34 3.026 -7.146 3.358
H35 -1.404 -6.845 7.283



# C2HBrF4O2S

A 2-piece molecular cluster, C2HBrF4O2S overall (ωB97M-V with the def2-TZVPD basis set, OMol25).

spin multiplicity: 1
HOMO level (alpha / beta): -9.35 / -10.17 eV
energy relative to the best compared isomer or geometry (same formula, charge and spin): 350.7 kJ/mol
frontier orbital gap (alpha / beta): 7.79 / 9.06 eV
calculated total energy: -97927.4302 eV

Element x y z (Å)
O1 -1.086 -0.551 -2.425
S1 -1.539 -0.266 -1.123
O2 -2.561 0.703 -0.976
C1 -0.263 -0.264 0.048
F1 -1.081 2.760 -0.566
C2 -0.368 2.177 -1.482
F2 1.001 2.563 -1.343
H1 0.670 -0.593 -0.310
F3 -0.387 0.028 1.273
Br1 -0.912 2.068 -3.153
F4 -2.271 -1.621 -0.524



# C3HCl2F3

A 2-piece molecular cluster, C3HCl2F3 overall (ωB97M-V with the def2-TZVPD basis set, OMol25).

spin multiplicity: 1
HOMO level: -9.96 eV
energy relative to the best compared isomer or geometry (same formula, charge and spin): 299.7 kJ/mol
frontier orbital gap: 9.22 eV
calculated total energy: -36320.4375 eV

Element x y z (Å)
C1 -0.484 0.068 2.498
C2 0.938 -0.097 -1.475
F1 0.622 -0.921 -2.467
H1 0.493 1.027 0.235
C3 0.113 0.517 -0.711
F2 -0.174 -0.917 1.639
F3 2.215 0.048 -1.449
Cl1 -1.605 0.120 -0.808
Cl2 -2.118 0.155 2.537



# C5H6Cl2

A 2-piece molecular cluster, C5H6Cl2 overall (ωB97M-V with the def2-TZVPD basis set, OMol25).

spin multiplicity: 1
HOMO level: -8.60 eV
energy relative to the best compared isomer or geometry (same formula, charge and spin): 482.0 kJ/mol
frontier orbital gap: 7.93 eV
calculated total energy: -30321.0520 eV

Element x y z (Å)
C1 0.372 1.484 -1.034
H1 -0.701 1.513 -0.722
H2 0.601 1.969 -2.019
H3 -0.961 -1.535 2.040
Cl1 0.690 1.273 1.696
C2 1.032 0.174 -0.902
C3 -1.115 -1.221 0.990
H4 2.335 1.713 -0.142
H5 -0.948 -1.956 -1.001
Cl2 -2.159 0.050 0.553
C4 -0.560 -1.950 0.022
H6 0.072 -2.762 0.421
C5 1.341 1.247 0.098



# C36H90FO24P6Zn

C36H90FO24P6Zn as an isolated structure (ωB97M-V with the def2-TZVPD basis set, OMol25).

spin multiplicity: 1
HOMO level: -11.93 eV
frontier orbital gap: 9.53 eV
calculated total energy: -194808.2160 eV
charge: +1

Element x y z (Å)
H1 1.872 0.776 -5.782
C1 3.197 -2.832 -3.187
C2 3.718 1.194 -2.573
H2 -3.364 -0.346 0.890
H3 -2.841 -3.053 0.759
H4 3.894 -1.402 -4.565
O1 2.580 -1.843 -2.381
C3 -4.561 5.880 -0.193
H5 0.670 -3.137 1.964
H6 -7.911 -5.305 1.834
H7 3.481 -1.008 4.277
O2 -4.376 1.969 -0.939
C4 1.226 -2.547 1.236
C5 2.579 0.521 2.992
H8 -3.071 6.955 0.835
C6 -1.307 -2.682 -1.945
H9 -2.744 3.491 4.233
H10 5.724 -2.476 0.086
H11 -4.945 -0.238 0.120
H12 2.584 0.335 5.135
H13 3.491 -3.530 -2.403
O3 2.906 -4.142 0.991
C7 2.081 6.116 -0.775
H14 -0.414 -0.384 -5.793
H15 -5.175 6.780 -0.206
H16 3.006 -2.376 2.145
H17 -6.822 -3.013 1.746
C8 0.974 1.097 -5.254
H18 -0.709 -1.079 3.550
C9 -1.979 3.785 -3.738
H19 -0.650 0.464 -4.244
H20 0.052 3.223 2.953
H21 3.507 -0.108 -0.951
F1 -0.820 0.324 0.771
H22 7.655 -4.414 -1.329
H23 4.804 2.714 3.735
H24 4.036 -4.814 4.158
O4 5.174 -4.484 -0.314
H25 1.458 6.583 1.330
O5 -0.120 5.774 0.118
H26 -4.850 2.352 1.017
H27 2.408 -3.239 -3.821
H28 2.717 1.550 -2.330
O6 0.076 -2.789 -2.184
H29 -7.588 -2.625 3.207
P1 -3.196 1.933 -2.149
O7 -3.017 3.514 -2.681
P2 3.156 1.792 0.827
O8 -4.549 -2.444 1.769
P3 -1.052 4.660 0.856
H30 -4.882 -2.588 -0.866
O9 -1.916 1.226 -1.848
H31 -5.059 5.303 0.587
H32 -4.479 0.161 1.850
H33 4.399 1.943 -2.977
C10 4.843 -4.123 4.403
Zn1 -0.123 1.471 -0.681
H34 -2.628 6.381 -0.833
H35 3.173 -2.320 0.322
H36 -3.605 4.645 -4.672
C11 4.362 -2.206 -3.996
C12 4.236 0.654 -1.227
H37 -2.790 3.203 2.684
H38 -3.439 -0.550 -2.684
O10 -5.914 -3.759 3.428
C13 -4.255 0.275 0.790
H39 -5.104 -0.363 -2.948
O11 5.344 -3.632 2.122
H40 5.385 -2.815 -1.510
H41 1.287 1.719 -4.416
H42 -8.228 -5.003 3.617
O12 0.706 -1.188 -4.212
H43 -4.706 5.320 -1.117
H44 -1.477 -3.329 -1.085
H45 -0.509 4.340 4.229
H46 6.537 3.229 3.091
C14 -3.947 -0.381 -4.799
C15 5.892 -3.260 -0.653
H47 -4.170 0.456 -5.461
H48 -2.351 -0.557 3.437
C16 -3.869 -3.386 0.900
H49 6.398 -4.960 3.179
C17 -0.778 3.838 3.300
H50 -1.858 1.957 3.583
P4 0.942 -1.383 -2.563
H51 -1.622 -1.474 2.237
C18 -2.228 -2.535 4.278
O13 -2.608 4.946 0.558
P5 -4.696 -2.634 3.335
H52 1.838 7.064 -1.254
H53 5.176 -1.823 -3.381
H54 5.217 0.208 -1.387
H55 5.693 1.817 2.594
C19 -1.714 -1.434 3.322
C20 7.372 -3.672 -0.582
H56 8.011 -2.808 -0.765
O14 -4.932 -1.339 3.933
H57 -1.639 -1.769 -1.450
C21 -2.035 -3.097 -3.253
H58 3.138 6.031 -0.523
H59 4.351 -3.233 4.795
H60 4.080 0.641 4.592
H61 0.995 -1.484 1.170
H62 -3.203 2.222 0.802
C22 5.531 2.840 2.932
H63 -2.352 4.409 -5.840
H64 -3.094 -3.059 -2.999
H65 7.632 -4.092 0.390
H66 3.464 0.501 -3.376
H67 1.987 1.377 3.318
C23 -4.754 -3.540 -0.350
O15 3.553 0.735 2.044
H68 -1.717 -4.081 -3.597
O16 4.452 -6.197 1.495
H69 6.608 -3.204 3.587
O17 0.495 -0.207 -1.827
H70 0.416 1.791 -5.884
O18 3.501 3.270 1.496
H71 -4.293 -4.113 -1.154
H72 -1.768 -2.345 -3.995
C24 -4.141 -0.042 -3.345
H73 -1.331 4.630 -3.502
C25 -4.130 1.800 0.414
C26 -2.092 3.018 3.499
H74 0.864 -2.923 0.279
C27 3.215 0.049 4.294
H75 5.390 -4.643 5.190
C28 -8.084 -4.575 2.625
H76 -1.333 2.951 -4.012
C29 1.295 5.830 0.558
H77 -5.688 -4.050 -0.114
H78 -3.791 -4.377 1.347
H79 -4.574 -1.246 -5.016
C30 2.705 -2.794 1.185
O19 -3.287 -3.363 3.711
H80 -2.520 -2.144 5.252
H81 4.686 -2.805 -4.847
C31 -7.072 -3.449 2.713
O20 -0.804 3.216 0.481
H82 -3.231 2.981 -5.238
H83 4.818 4.689 1.937
H84 5.414 3.403 0.834
O21 4.328 1.652 -0.270
P6 4.446 -4.734 1.175
H85 -9.082 -4.179 2.439
O22 -4.123 1.360 -3.321
H86 -1.372 -3.202 4.381
H87 1.921 -0.294 2.693
H88 -2.902 -0.675 -4.895
C32 4.883 3.615 1.762
C33 0.064 -0.080 -4.862
H89 1.842 5.430 -1.587
H90 1.633 4.863 0.928
O23 1.765 1.581 0.377
C34 -3.087 6.130 0.123
C35 5.912 -3.992 3.299
O24 -0.961 4.916 2.446
C36 -2.816 3.952 -4.966



# C2H4

C2H4 as an isolated structure (ωB97M-V with the def2-TZVPD basis set, OMol25).

spin multiplicity: 1
HOMO level: -8.70 eV
energy relative to the best compared isomer or geometry (same formula, charge and spin): 433.9 kJ/mol
frontier orbital gap: 9.44 eV
calculated total energy: -2133.4031 eV

Element x y z (Å)
H1 -1.136 0.426 -0.892
C1 0.581 0.189 0.182
H2 1.312 -0.593 0.210
H3 0.356 1.230 0.025
H4 -0.519 -0.858 0.888
C2 -0.594 -0.394 -0.412